No. 1
C36H24AsBrF3N2O3RhS | wB97M-V/def2-TZVPD

Geometry as ORCA input:
```
! RIJCOSX wB97M-V def2-TZVPD def2/J DEFGRID3
* xyz 0 1
Rh -0.72494 0.05157 0.19435
Br -2.35566 -1.55022 7.27127
C -1.61858 -1.14952 5.57205
C -0.21931 -1.06454 5.42386
C 0.32260 -0.77467 4.20860
C -0.48356 -0.54769 3.05758
O 0.14353 -0.29833 1.95921
C -1.89528 -0.63155 3.22175
C -2.85476 -0.43120 2.18821
N -2.61109 -0.12786 0.95964
C -3.62139 0.05124 -0.01458
C -4.97168 -0.00266 0.19755
C -5.87874 0.19984 -0.86424
C -5.43711 0.46499 -2.12565
C -4.04731 0.54248 -2.38031
C -3.51219 0.83708 -3.65671
C -2.16510 0.91331 -3.82042
C -1.32464 0.68324 -2.71252
N -1.78425 0.39117 -1.52172
C -3.14548 0.32900 -1.32552
C -2.42756 -0.94249 4.50289
H 0.42092 -1.23591 6.27910
H 1.39456 -0.71439 4.06980
H -3.89263 -0.55125 2.49576
H -5.36729 -0.20090 1.18377
H -6.94004 0.14108 -0.66373
H -6.13293 0.62022 -2.94000
H -4.18679 1.00447 -4.48743
H -1.71963 1.14668 -4.77682
H -0.25146 0.74920 -2.82268
H -3.50256 -1.00992 4.61764
S -0.78428 2.32793 0.55718
C 0.43128 2.99508 -0.54367
C 0.36147 4.35563 -0.85978
C 1.29846 4.94050 -1.69419
C 2.32778 4.18427 -2.24603
C 2.40921 2.83584 -1.93993
C 1.47437 2.25064 -1.09140
As 1.48409 0.40517 -0.56756
C 2.79414 0.23722 0.82068
C 3.18430 -1.03663 1.21495
C 4.02254 -1.18333 2.31017
C 4.45833 -0.06396 3.00802
C 4.05171 1.20482 2.61817
C 3.21185 1.35907 1.52429
C 2.23472 -0.60860 -2.01850
C 1.42598 -1.45168 -2.77199
C 1.97152 -2.16350 -3.83253
C 3.32027 -2.04158 -4.13299
C 4.13432 -1.21948 -3.36396
C 3.59456 -0.50793 -2.30341
H -0.44736 4.94717 -0.44864
H 1.21879 5.99523 -1.92556
H 3.05486 4.63888 -2.90550
H 3.20285 2.23449 -2.36636
H 2.80227 -1.91056 0.70180
H 4.32385 -2.17393 2.62495
H 5.11131 -0.18201 3.86360
H 4.38237 2.07515 3.17052
H 2.87872 2.34650 1.22723
H 0.38533 -1.58209 -2.50000
H 1.34275 -2.82569 -4.41392
H 3.74289 -2.60191 -4.95707
H 5.19113 -1.14024 -3.58382
H 4.23632 0.10664 -1.68297
F -1.82723 -4.82230 0.30324
C -1.67336 -3.63277 0.91289
F -1.74600 -3.83621 2.23230
F -2.73747 -2.87321 0.57250
C -0.31799 -2.99408 0.50121
O 0.67031 -3.46053 1.02182
O -0.41063 -2.02046 -0.32642
*
```

## Properties
LUMO level, eV: -1.03
HOMO-LUMO gap, eV: 6.685

***

No. 2
CH10NO3 | wB97M-V/def2-TZVPD

Geometry as ORCA input:
```
! RIJCOSX wB97M-V def2-TZVPD def2/J DEFGRID3
* xyz 0 2
C -1.29973 0.72532 1.23689
N -0.52966 -0.38341 1.37144
H -1.83196 1.00280 2.14286
H -1.40015 1.28731 0.31654
H 0.39224 -0.44741 0.92114
H -0.63180 -0.98375 2.16910
H -0.20703 1.31013 -2.93059
H -1.53263 1.11917 -2.30442
O -0.61018 1.15360 -2.07215
H 2.55022 -0.37693 0.51593
H 2.40865 0.73826 1.44359
O 1.95991 0.38139 0.66685
H -0.16106 -2.50257 -1.32842
H 0.46646 -1.09622 -1.30779
O 0.42672 -1.92771 -0.84096
*
```

## Properties
LUMO level (spin up / spin down), eV: 0.60 / 0.59
Expectation value of S²: 0.753
HOMO-LUMO gap (spin up / spin down), eV: 5.784 / 9.838

***

No. 3
C8H29ClNO7 | wB97M-V/def2-TZVPD

Geometry as ORCA input:
```
! RIJCOSX wB97M-V def2-TZVPD def2/J DEFGRID3
* xyz -1 1
Cl 0.01343 -1.23129 1.83391
C -0.98044 4.95229 -0.93589
O -1.65080 4.04044 -1.76427
C -2.41919 3.09569 -1.03708
C -1.70585 2.17746 -0.04313
N -1.17767 0.97223 -0.64672
C -0.06848 1.28188 -1.53209
C 0.50275 0.04025 -2.20035
O -0.43343 -0.44677 -3.14547
C 0.07857 -1.53584 -3.86612
H -0.27099 4.42218 -0.29515
H -1.65829 5.52649 -0.29741
H -0.39227 5.62854 -1.55221
H -2.87696 2.41845 -1.76828
H -3.27578 3.64194 -0.61402
H -2.47558 1.91598 0.68641
H -0.92458 2.70152 0.52394
H -0.82716 0.30983 0.04354
H 0.77368 1.82650 -1.06620
H -0.41579 1.95299 -2.32514
H 0.75583 -0.74159 -1.47601
H 1.42916 0.31551 -2.72509
H 0.92367 -1.20641 -4.47800
H -0.72671 -1.89561 -4.50541
H 0.37164 -2.37081 -3.22358
C 3.44281 -0.32917 3.39325
O 2.52822 -1.27501 3.90718
H 4.29564 -0.83360 2.92836
H 2.99639 0.26974 2.59468
H 3.80299 0.35659 4.16259
H 1.70695 -1.16314 3.39952
C -1.55620 -3.67168 -0.71401
O -2.33979 -3.10225 0.33008
H -0.76945 -4.29843 -0.28802
H -2.21984 -4.30889 -1.29773
H -1.16145 -2.85739 -1.32416
H -1.75497 -2.81668 1.04308
O 0.53814 -4.40458 2.33255
H 1.49737 -4.34329 2.30965
H 0.23643 -3.48320 2.18847
O -0.43969 1.76984 3.01495
H -0.24811 0.85605 2.71703
H -0.74237 1.66542 3.92198
O 2.75914 -1.77728 0.30584
H 1.79641 -1.67772 0.48208
H 3.06263 -2.36715 1.00244
*
```

## Properties
LUMO level, eV: 3.07
HOMO-LUMO gap, eV: 8.763

***

No. 4
C3H13N2 | wB97M-V/def2-TZVPD

Geometry as ORCA input:
```
! RIJCOSX wB97M-V def2-TZVPD def2/J DEFGRID3
* xyz 1 1
C -2.31159 -0.45804 -0.72548
N -1.27532 -1.09553 0.16644
H -3.19301 -1.09422 -0.74309
H -1.96149 -0.29899 -1.73399
H -2.53358 0.43358 -0.14312
H -1.69396 -1.59605 0.94196
H -0.78092 -1.79555 -0.38274
H -0.14887 -0.11332 0.45886
C 1.20713 0.78005 -1.03294
N 0.68886 0.66133 0.34814
C 1.77949 0.20834 1.25889
H 1.74947 -0.12289 -1.30664
H 2.00218 1.53032 -1.02820
H 0.46110 1.11925 -1.74166
H 0.40946 1.58976 0.65440
H 2.68080 0.78123 1.05217
H 1.50489 0.44194 2.27898
H 1.93302 -0.86312 1.17591
*
```

## Properties
LUMO level, eV: -2.92
HOMO-LUMO gap, eV: 11.771

***

No. 5
C12H20O | wB97M-V/def2-TZVPD

Geometry as ORCA input:
```
! RIJCOSX wB97M-V def2-TZVPD def2/J DEFGRID3
* xyz 0 1
C -2.93579 -0.22865 -0.59816
C -3.19434 -1.30631 0.40255
C -3.86598 -0.32069 -1.78591
C -2.86511 1.10633 -0.00616
H -1.90522 -0.47657 -0.93369
H -4.27645 -1.15030 0.66353
H -4.92826 -0.08586 -1.70482
H -3.44885 0.33973 -2.59767
H -3.86667 -1.30053 -2.40167
H -3.28798 1.90087 -0.58162
H -3.32712 1.10835 0.92599
H -1.83802 1.52509 0.37936
H -2.52750 -1.10987 1.26020
H -2.89312 -2.37320 0.12010
C 3.20090 0.58716 2.12544
C 3.41967 -0.76648 2.77015
C 2.56653 0.38038 0.79145
C 1.44153 -0.43574 0.53424
C 3.02173 1.32351 -0.26831
C 0.94041 -0.54019 -0.72309
C 2.36456 1.27257 -1.58693
C 1.35405 0.35244 -1.70337
O 0.67634 -0.03995 -2.82723
H 2.50131 1.07858 2.76850
H 4.05349 1.16493 2.31024
H 3.97301 -1.44973 2.15551
H 1.24325 -1.29189 1.21957
H 3.89818 1.95279 -0.02354
H 0.14977 -1.28339 -0.93050
H 2.61237 1.85273 -2.44727
H 0.86254 0.26353 -3.69576
H 2.56457 -1.40314 2.97230
H 4.31619 -0.64649 3.41657
*
```

## Properties
SMILES: CCc1ccc(O)cc1.CC(C)C
LUMO level, eV: 0.76
HOMO-LUMO gap, eV: 8.938

***

No. 6
C3H5MgNaO3 | wB97M-V/def2-TZVPD

Geometry as ORCA input:
```
! RIJCOSX wB97M-V def2-TZVPD def2/J DEFGRID3
* xyz 0 1
O -1.51052 4.62707 -0.91580
C -0.29163 4.07815 -1.14276
C -1.37867 5.95235 -0.41362
O -0.18722 2.84779 -0.78566
O 0.66786 4.91610 -0.58770
C 0.06058 6.00682 0.10665
Mg -0.14115 1.16608 -3.07008
H -2.12256 6.09289 0.37776
H -1.55715 6.66861 -1.22675
H 0.15768 5.81659 1.18198
H 0.57762 6.93043 -0.18116
Na 2.13366 2.42142 -0.50359
H 0.48624 3.55651 -2.45785
*
```

## Properties
LUMO level, eV: -0.98
HOMO-LUMO gap, eV: 4.849

***

No. 7
C3H8OS2 | wB97M-V/def2-TZVPD

Geometry as ORCA input:
```
! RIJCOSX wB97M-V def2-TZVPD def2/J DEFGRID3
* xyz 0 1
C 2.29803 0.76340 0.04382
S 2.31432 -1.03026 0.33260
S 1.85546 -1.13600 2.34593
H 1.76830 0.96142 -0.88289
H 1.70958 1.22723 0.83052
H 3.30570 1.15996 0.04061
H 3.03531 -0.69263 2.80552
O -1.66644 -1.59429 0.08676
C -1.81673 -0.85767 -0.85064
C -2.66563 0.37842 -0.74678
H -1.42574 -1.13250 -1.84751
H -2.54608 0.80899 0.24104
H -2.47298 1.10172 -1.52972
H -3.69309 0.04220 -0.86926
*
```

## Properties
SMILES: CC=O.CSS
LUMO level, eV: 0.63
HOMO-LUMO gap, eV: 9.477

***

No. 8
C5H7IO | wB97M-V/def2-TZVPD

Geometry as ORCA input:
```
! RIJCOSX wB97M-V def2-TZVPD def2/J DEFGRID3
* xyz 0 1
C -1.96269 1.28602 0.21668
C -1.70595 0.08727 0.69357
C 0.34186 -0.56741 -0.93406
C 0.96041 0.09712 0.27073
C -0.30351 -0.68940 0.41167
O -0.33265 -1.89522 1.09036
I -3.09363 -1.01757 1.80637
H -2.90351 1.78062 0.38219
H -1.23118 1.82808 -0.36309
H -0.12282 0.05134 -1.68350
H 0.82371 -1.44633 -1.33500
H 1.86824 -0.32503 0.68063
H 0.92290 1.17142 0.34633
H 0.50337 -2.35884 0.98299
*
```

## Properties
SMILES: C=C(I)C1(O)CC1
LUMO level, eV: 0.74
HOMO-LUMO gap, eV: 9.539

***

No. 9
C3H6O2Si | wB97M-V/def2-TZVPD

Geometry as ORCA input:
```
! RIJCOSX wB97M-V def2-TZVPD def2/J DEFGRID3
* xyz 0 1
C 2.73614 -0.20535 -0.19101
C -1.03193 0.39168 -0.66327
C 1.32900 -0.45810 0.08824
O 2.26638 -0.69778 1.11081
O 0.13593 -0.05653 -0.03125
Si -2.53352 0.06984 0.33869
H 3.36041 -0.99042 -0.56118
H 3.14550 0.76925 -0.06404
H -0.78729 0.93715 -1.57841
H -1.94896 -0.96784 1.21164
H -3.62664 0.04735 -0.75543
H -3.04501 1.16076 1.09520
*
```

## Properties
LUMO level (spin up / spin down), eV: 0.57 / 0.00
HOMO-LUMO gap (spin up / spin down), eV: 8.321 / 7.227

***

No. 10
C6H10N2S | wB97M-V/def2-TZVPD

Geometry as ORCA input:
```
! RIJCOSX wB97M-V def2-TZVPD def2/J DEFGRID3
* xyz 0 1
C -1.20623 0.87390 -0.98701
C -0.57187 1.18443 -2.07738
C 0.85371 0.72558 0.51203
C 1.61110 1.16150 1.47405
C -1.26704 0.06693 1.42882
C 1.47486 -1.21741 -1.49488
N -0.44005 0.50739 0.33283
N 1.80636 0.15841 -1.20856
S 1.17699 1.19948 -2.30715
H -2.18590 1.08242 -0.73032
H -0.98702 1.47648 -2.97321
H 2.67470 1.01623 1.29700
H 1.44880 1.94796 2.17668
H -0.70341 0.03093 2.33453
H -2.17159 0.57869 1.50840
H -1.72819 -1.01223 1.31365
H 1.72521 -1.82345 -0.64349
H 0.36182 -1.43035 -1.79857
H 2.05905 -1.61345 -2.37344
*
```

## Properties
LUMO level, eV: 0.84
HOMO-LUMO gap, eV: 8.903

***

No. 11
C7H8F3NO | wB97M-V/def2-TZVPD

Geometry as ORCA input:
```
! RIJCOSX wB97M-V def2-TZVPD def2/J DEFGRID3
* xyz 0 1
C 1.02937 1.42001 -0.05948
C 1.35697 0.06476 0.52461
C -0.26551 1.76972 -0.15332
C 0.35167 -0.79669 -0.17943
C -1.07987 -0.37110 -0.04881
C -3.37704 -0.76656 -0.04962
C 2.83499 -0.23361 0.11410
N -1.29927 0.88727 -0.12519
O -2.02501 -1.26890 0.04585
F 3.63764 0.61086 0.73871
F 3.14021 -1.37277 0.69287
F 3.10516 -0.30432 -1.18525
H 1.70397 2.27214 0.01215
H 1.43346 0.04551 1.59390
H -0.44573 2.72590 -0.47684
H 0.65390 -0.62360 -1.26665
H 0.53303 -1.84148 0.04730
H -3.53466 -0.07845 0.67835
H -4.11509 -1.57276 0.20914
H -3.63818 -0.56596 -1.11240
*
```

## Properties
SMILES: COC1=NC=C[C@H](C(F)(F)F)C1
LUMO level, eV: 0.82
HOMO-LUMO gap, eV: 9.584

***

No. 12
C3H4NO | wB97M-V/def2-TZVPD

Geometry as ORCA input:
```
! RIJCOSX wB97M-V def2-TZVPD def2/J DEFGRID3
* xyz 1 1
C -2.58200 0.85346 -0.03166
C -0.49648 0.61006 0.02601
C -0.01794 -0.86648 -0.04909
N -1.85146 -0.08988 -0.01317
O -1.37101 -1.29032 0.05830
H -0.28428 0.94500 -0.98646
H -0.36326 1.10901 0.97309
H 0.47291 -1.09817 -0.96353
H 0.65194 -1.36606 0.81078
*
```

## Properties
LUMO level, eV: -7.01
HOMO-LUMO gap, eV: 10.174

***

Number 1: DFT total energy -7339.7395 Eh. Number 2: DFT total energy -324.4824 Eh. Number 3: DFT total energy -1363.8821 Eh. Number 4: DFT total energy -231.3566 Eh. Number 5: DFT total energy -544.3754 Eh. Number 6: DFT total energy -705.3016 Eh. Number 7: DFT total energy -990.6907 Eh. Number 8: DFT total energy -567.5751 Eh. Number 9: DFT total energy -557.6224 Eh. Number 10: DFT total energy -742.1400 Eh. Number 11: DFT total energy -701.0862 Eh. Number 12: DFT total energy -246.1538 Eh.